Entry 1:
{"formula": "C30H34Cl2N7O3PV", "method": "ωB97M-V with the def2-TZVPD basis set", "s2": 0.9015, "orbital_gap_ha": [0.1959, 0.1995], "spin_multiplicity": 2, "homo_energy_ev": [-5.588, -5.824], "symbols": ["V", "Cl", "Cl", "P", "O", "O", "O", "N", "N", "N", "N", "N", "N", "N", "C", "C", "C", "C", "C", "C", "C", "C", "C", "C", "C", "C", "C", "C", "C", "C", "C", "C", "C", "C", "C", "C", "C", "C", "C", "C", "C", "C", "C", "C", "H", "H", "H", "H", "H", "H", "H", "H", "H", "H", "H", "H", "H", "H", "H", "H", "H", "H", "H", "H", "H", "H", "H", "H", "H", "H", "H", "H", "H", "H", "H", "H", "H", "H"], "xyz": [[0.531, 0.884, 1.537], [0.121, 5.483, 6.403], [-2.211, 6.274, 4.478], [0.006, -0.241, -1.492], [-3.256, 2.157, 1.469], [0.695, 0.707, -0.592], [1.937, 0.747, 5.203], [-0.830, -0.415, 1.645], [0.904, 1.468, 3.257], [-0.957, 2.025, 1.788], [-1.608, 0.074, -1.651], [0.118, -1.825, -0.974], [0.803, -0.104, -2.964], [2.382, 0.141, 1.742], [0.994, 0.211, -5.298], [1.822, 0.915, -3.195], [-2.191, 1.548, 1.504], [-0.714, -1.730, 1.870], [-0.567, -2.972, -1.564], [1.792, 0.761, 3.988], [-1.562, 4.096, 3.043], [2.706, 0.038, 3.050], [0.532, 3.379, 4.784], [3.344, -0.117, 0.851], [1.478, -2.216, -0.596], [-0.229, 4.513, 5.020], [-2.733, -0.797, -1.970], [3.932, -0.455, 3.479], [-3.204, -0.751, 1.363], [-3.444, 1.506, -1.752], [-1.935, 1.466, -1.938], [-2.085, 0.071, 1.405], [0.481, -4.082, -1.652], [-1.778, -2.604, 1.820], [-0.791, 2.974, 2.775], [4.584, -0.618, 1.197], [4.876, -0.833, 2.541], [-3.901, 0.146, -2.279], [2.296, 0.611, -4.611], [-3.061, -2.115, 1.546], [-1.267, 4.866, 4.161], [0.254, 2.603, 3.666], [0.298, -0.627, -4.226], [1.432, -3.734, -0.512], [1.736, -1.750, 0.351], [2.615, 0.836, -2.452], [0.282, -2.084, 2.124], [-3.912, -2.778, 1.505], [0.410, 1.104, -5.520], [5.827, -1.243, 2.841], [1.008, -4.045, 0.443], [2.418, -4.179, -0.626], [-1.615, -3.650, 2.019], [-2.381, 4.363, 2.395], [3.087, 0.077, -0.183], [-1.651, 1.736, -2.968], [-4.814, -0.191, -1.797], [1.018, -4.031, -2.601], [-3.676, 1.601, -0.692], [5.306, -0.838, 0.428], [0.576, -1.683, -4.331], [2.988, -0.231, -4.605], [-2.953, -1.428, -1.106], [-4.082, 0.185, -3.356], [-2.534, -1.445, -2.830], [-0.985, -2.747, -2.545], [1.148, -0.341, -6.223], [1.400, 1.925, -3.140], [-4.174, -0.292, 1.231], [2.782, 1.464, -5.079], [1.309, 3.087, 5.472], [0.031, -5.068, -1.553], [2.203, -1.901, -1.361], [-0.792, -0.554, -4.283], [-3.900, 2.335, -2.285], [4.113, -0.516, 4.540], [-1.378, -3.273, -0.890], [-1.407, 2.121, -1.240]], "lowdin_spin": [0.714, -0.001, 0.001, 0.002, 0.055, 0.015, 0.014, 0.041, 0.001, -0.015, 0.003, 0.001, 0.000, -0.002, 0.000, 0.000, 0.028, 0.044, 0.000, 0.005, -0.002, -0.025, 0.002, -0.022, 0.000, -0.002, 0.000, 0.003, -0.005, 0.000, 0.000, 0.080, 0.000, 0.008, 0.003, 0.004, -0.033, 0.000, 0.000, 0.072, 0.002, 0.002, 0.000, 0.000, -0.001, 0.000, 0.002, 0.005, 0.000, -0.002, 0.000, 0.000, -0.001, 0.000, -0.001, 0.000, 0.000, 0.000, 0.000, 0.001, 0.000, 0.000, 0.001, 0.000, 0.000, 0.000, 0.000, 0.000, -0.001, 0.000, 0.000, 0.000, 0.000, 0.000, 0.000, 0.001, 0.000, 0.000]}

---

Entry 2:
{"formula": "C30H34CuN10O5S2", "method": "ωB97M-V with the def2-TZVPD basis set", "s2": 0.7548, "orbital_gap_ha": [0.2949, 0.2838], "spin_multiplicity": 2, "homo_energy_ev": [-7.917, -7.872], "symbols": ["Cu", "S", "S", "O", "O", "O", "O", "O", "N", "N", "N", "N", "N", "N", "N", "N", "N", "N", "C", "C", "C", "C", "C", "C", "C", "C", "C", "C", "C", "C", "C", "C", "C", "C", "C", "C", "C", "C", "C", "C", "C", "C", "C", "C", "C", "C", "C", "C", "H", "H", "H", "H", "H", "H", "H", "H", "H", "H", "H", "H", "H", "H", "H", "H", "H", "H", "H", "H", "H", "H", "H", "H", "H", "H", "H", "H", "H", "H", "H", "H", "H", "H"], "xyz": [[14.691, 11.759, 11.176], [11.018, 18.974, 7.793], [12.588, 10.432, 11.306], [19.416, 10.667, 15.755], [14.356, 11.732, 14.151], [8.938, 17.899, 6.441], [19.009, 11.463, 13.721], [16.415, 9.383, 10.831], [18.014, 14.331, 10.866], [14.396, 16.458, 12.039], [17.101, 13.113, 14.461], [18.744, 13.273, 10.484], [15.679, 9.943, 14.805], [15.524, 10.616, 12.524], [16.729, 12.503, 10.863], [14.723, 13.768, 12.171], [11.790, 9.346, 9.033], [14.076, 9.440, 9.267], [11.516, 15.072, 9.021], [18.043, 14.833, 15.795], [14.020, 12.711, 9.606], [15.145, 10.830, 13.836], [12.865, 9.635, 9.799], [15.525, 15.923, 11.583], [17.948, 12.197, 10.520], [16.559, 8.959, 14.393], [11.791, 8.600, 7.818], [12.806, 14.817, 8.610], [18.822, 11.438, 15.034], [13.584, 14.303, 12.513], [17.774, 12.369, 15.544], [12.874, 16.921, 7.552], [16.822, 13.815, 11.130], [16.788, 8.709, 13.106], [13.469, 13.619, 9.055], [18.330, 13.487, 16.468], [16.346, 9.611, 12.081], [13.434, 15.687, 12.493], [13.165, 7.997, 7.519], [15.159, 9.979, 16.170], [11.572, 17.306, 8.027], [13.495, 15.725, 7.812], [9.144, 20.302, 6.461], [15.688, 14.547, 11.658], [9.533, 18.877, 6.814], [16.928, 14.500, 14.812], [14.252, 8.995, 7.886], [10.930, 16.324, 8.764], [14.155, 9.848, 7.182], [15.952, 14.645, 15.351], [10.037, 20.898, 6.408], [13.365, 17.653, 6.945], [14.135, 9.676, 16.169], [12.507, 16.132, 12.865], [13.461, 7.130, 8.077], [19.384, 13.296, 16.701], [12.825, 13.661, 12.953], [15.244, 8.595, 7.754], [17.456, 7.842, 12.878], [10.923, 14.399, 9.655], [17.080, 11.614, 15.979], [13.237, 7.854, 6.465], [15.752, 9.282, 16.782], [18.934, 15.164, 15.297], [9.921, 16.505, 9.099], [8.562, 20.245, 5.575], [19.668, 13.433, 10.113], [11.006, 7.836, 7.791], [16.955, 15.162, 13.987], [17.744, 13.459, 17.390], [11.539, 9.251, 6.972], [14.479, 15.571, 7.372], [16.256, 16.561, 11.113], [15.284, 10.979, 16.670], [18.455, 12.236, 13.414], [16.913, 8.311, 15.171], [16.176, 12.691, 14.208], [14.917, 9.585, 9.848], [8.394, 20.751, 7.163], [18.287, 11.193, 10.199], [10.964, 9.603, 9.523], [17.700, 15.663, 16.430]], "lowdin_spin": [0.653, 0.000, 0.113, 0.000, -0.002, 0.000, 0.000, -0.001, 0.002, 0.000, 0.000, 0.001, 0.002, 0.048, 0.045, 0.010, 0.009, 0.000, -0.001, 0.000, 0.075, 0.002, 0.014, 0.000, 0.003, -0.001, 0.001, 0.000, 0.000, 0.001, 0.000, 0.000, 0.001, 0.002, 0.013, 0.000, 0.004, 0.000, 0.000, 0.000, -0.001, -0.001, 0.000, 0.002, 0.000, 0.000, 0.000, 0.000, 0.000, 0.000, 0.000, 0.000, 0.000, 0.000, 0.000, 0.000, 0.000, 0.000, 0.001, 0.000, 0.000, 0.000, 0.000, 0.000, 0.000, 0.000, 0.000, 0.000, 0.000, 0.000, 0.000, 0.000, 0.000, 0.000, 0.000, 0.000, 0.000, 0.000, 0.000, 0.000, 0.003, 0.000]}

---

Entry 3:
{"formula": "C30H34GeNO4S5Sc", "method": "ωB97M-V with the def2-TZVPD basis set", "de_lowest_kj_mol": 160.59, "orbital_gap_ha": 0.1518, "homo_energy_ev": -0.228, "charge": -2, "symbols": ["Ge", "Sc", "S", "S", "S", "S", "S", "O", "O", "O", "O", "N", "C", "C", "C", "C", "C", "C", "C", "C", "C", "C", "C", "C", "C", "C", "C", "C", "C", "C", "C", "C", "C", "C", "C", "C", "C", "C", "C", "C", "C", "C", "H", "H", "H", "H", "H", "H", "H", "H", "H", "H", "H", "H", "H", "H", "H", "H", "H", "H", "H", "H", "H", "H", "H", "H", "H", "H", "H", "H", "H", "H", "H", "H", "H", "H"], "xyz": [[-1.460, 0.980, -0.670], [0.943, -1.149, 0.228], [5.035, -1.291, -0.131], [5.978, -0.760, -2.853], [6.018, -0.557, -5.843], [1.903, -2.137, -2.043], [3.614, -1.370, -4.255], [2.435, -2.746, 1.378], [1.486, -0.508, 2.501], [-0.030, -3.391, 1.013], [-0.465, -2.519, 3.626], [2.283, 0.684, -0.218], [-0.711, -1.133, 3.381], [3.499, -1.559, -2.508], [-5.744, 2.684, 0.828], [-1.783, 0.830, -5.488], [5.242, -0.870, -4.391], [2.194, -4.092, 1.027], [0.856, 4.063, 1.182], [2.782, -0.994, 2.846], [2.814, -2.498, 2.714], [4.637, -1.265, -1.825], [0.558, -0.355, 3.586], [-2.810, 1.270, -3.354], [-4.045, 0.980, 0.755], [0.144, 3.467, -1.425], [-0.893, -0.523, 0.217], [-5.272, 1.438, 1.222], [0.993, 4.541, -1.162], [-0.354, 2.659, -0.404], [-1.628, 0.971, -2.674], [-4.977, 3.463, -0.031], [1.353, 4.844, 0.142], [-3.752, 2.990, -0.489], [-3.263, 1.737, -0.114], [-0.534, 0.576, -3.448], [-1.428, -3.360, 3.027], [-1.363, -3.382, 1.499], [-2.892, 1.202, -4.742], [-0.600, 0.511, -4.833], [0.023, 2.988, 0.904], [0.783, -4.456, 1.448], [0.270, 0.192, -5.396], [2.300, -4.127, -0.058], [1.127, 4.291, 2.208], [-5.863, 0.826, 1.896], [0.473, -5.401, 0.982], [2.129, 1.443, 0.439], [1.381, 5.135, -1.983], [-1.843, 0.775, -6.570], [2.932, -4.757, 1.488], [1.053, -0.655, 4.516], [3.060, -0.673, 3.855], [-6.700, 3.048, 1.189], [2.110, -2.962, 3.414], [0.385, 0.264, -2.959], [0.303, 0.707, 3.647], [-1.469, -0.764, 4.088], [3.271, 0.412, -0.225], [2.027, 1.042, -1.133], [0.721, -4.569, 2.536], [-3.691, 1.557, -2.791], [-1.256, -4.352, 3.454], [-1.048, -0.937, 2.341], [-0.122, 3.249, -2.455], [-3.655, 0.009, 1.054], [-1.783, -2.474, 1.048], [-0.335, 2.358, 1.714], [3.830, -2.873, 2.890], [-5.333, 4.441, -0.339], [-3.159, 3.615, -1.151], [2.019, 5.674, 0.349], [-3.828, 1.437, -5.240], [-1.907, -4.267, 1.137], [3.481, -0.569, 2.123], [-2.446, -3.056, 3.311]], "mulliken_charge": [0.677, -1.036, -0.564, -0.179, -0.398, -0.545, -0.088, 0.455, 0.385, 0.238, -0.368, -0.156, 0.661, -0.012, -0.362, -0.402, 0.051, -1.041, -0.388, -0.878, -0.456, 0.171, -1.205, -0.271, -0.407, 0.003, 0.907, -0.487, -0.524, -0.209, -0.246, -0.688, -0.407, 0.169, -0.425, 0.054, -0.722, -0.292, -0.629, -0.764, -0.423, -0.459, 0.423, 0.203, 0.357, 0.375, 0.373, 0.110, 0.370, 0.332, 0.392, 0.456, 0.498, 0.335, 0.305, 0.042, 0.351, 0.481, 0.082, 0.142, 0.316, 0.306, 0.367, -0.567, 0.323, 0.160, -0.079, 0.098, 0.416, 0.354, 0.359, 0.338, 0.353, 0.381, 0.095, 0.414]}